This record from the Open Molecules 2025 dataset describes a cluster of 2 separate species, C3H5O3P in total at a distorted geometry. The level of theory is the ωB97M-V functional and the def2-TZVPD basis.

- Net charge: 0
- Gap between HOMO and LUMO: 9.53 eV
- ΔE to the lowest compared entry with this formula, charge and spin: 443.02 kJ/mol
- Highest occupied orbital energy: -9.2 eV
- SMILES: O=c1cc1O.OP
- Strongest force on any atom: 0.0533 hartree/bohr
- Energy: -684.2572 Ha

```
12
C3H5O3P | the Open Molecules 2025 dataset | the ωB97M-V functional and the def2-TZVPD basis
C 2.02572 -0.97335 0.03786
C 1.74895 -0.13460 1.15385
C 0.79589 -1.01978 0.75541
O 2.62719 -1.36202 -0.89981
O -0.50329 -1.17826 0.79773
O -0.49493 0.51655 -1.15895
P -1.64482 1.26460 -0.24056
H 1.96833 0.77073 1.77888
H -0.97301 -0.45589 1.31879
H -0.67735 0.16607 -2.00399
H -2.62250 0.27937 -0.16149
H -2.25017 2.12657 -1.37771
```



This record from the Open Molecules 2025 dataset describes a structure of composition C22H35Cl2HgN4O3 at a distorted geometry. The level of theory is the ωB97M-V functional and the def2-TZVPD basis.

- Net charge: -1
- Gap between HOMO and LUMO: 7.04 eV
- ΔE to the lowest compared entry with this formula, charge and spin: 0.00 kJ/mol
- Highest occupied orbital energy: -4.2 eV
- Strongest force on any atom: 0.0532 hartree/bohr
- Energy: -2377.9025 Ha

```
67
C22H35Cl2HgN4O3 | the Open Molecules 2025 dataset | the ωB97M-V functional and the def2-TZVPD basis
O 0.35007 -0.52981 -2.51725
C -0.69853 0.25336 -2.55959
C -0.38650 1.63975 -3.15143
C 0.25522 2.63779 -2.43775
H 0.50285 2.45562 -1.38530
C 0.50749 3.87442 -3.04331
H 1.03372 4.64603 -2.47856
C 0.06572 4.11993 -4.34659
H 0.26652 5.08015 -4.81919
C -0.60742 3.11334 -5.05637
H -0.97639 3.28961 -6.06887
C -0.79668 1.86312 -4.46453
H -1.33439 1.06889 -4.99958
H -1.32059 -0.17600 -3.38354
C -2.56513 -0.98861 -1.32025
C -1.84983 0.32636 -1.34238
H -3.57963 -0.91513 -1.76355
H -2.65940 -1.36456 -0.28638
H -1.98251 -1.71671 -1.91010
C -2.54929 1.52464 -1.16204
C -4.04870 1.64282 -1.13717
H -2.02585 2.48078 -1.26563
H -4.44414 1.86751 -2.14627
H -4.36006 2.46209 -0.47356
H -4.53097 0.72483 -0.77096
Hg -1.58642 0.84072 0.99462
Cl 0.57399 2.07633 0.92884
Cl -3.68996 1.18217 2.24542
H 4.36179 1.34920 -2.31699
H 5.23023 1.55984 0.17938
C 3.38204 1.38289 -1.81629
C 4.19968 1.39347 0.51717
N 3.45164 0.72189 -0.52298
H 2.63366 0.87902 -2.44014
C 2.70682 -0.37192 -0.24841
O 2.64117 -0.93437 0.85458
H 4.19085 0.77383 1.41892
H 2.13904 -0.72409 -1.13436
H 3.10098 2.43785 -1.68594
H 3.74696 2.37342 0.73025
H -0.57155 -5.48783 1.25347
H 1.59466 -5.12192 -0.46619
C -1.05087 -4.80879 0.53614
C 0.89902 -4.43925 -0.97655
N -0.07828 -3.89492 -0.04245
H -1.81994 -4.22033 1.04501
C -0.08524 -2.59152 0.29482
O -0.89509 -2.07053 1.07705
H 1.46345 -3.60261 -1.41227
H 0.68601 -1.99947 -0.22927
H -1.50417 -5.41575 -0.25520
H 0.39676 -4.99854 -1.77698
C 2.28122 0.32760 5.46913
C 1.06131 -0.00422 4.72552
C -0.13426 -0.56636 5.16817
C -0.97899 -0.66800 4.03719
N -0.35117 -0.13207 2.97046
N 0.88035 0.22741 3.39981
C -2.28770 -1.33083 3.96689
H 2.10652 1.16257 6.16285
H 2.57746 -0.53424 6.07898
H 3.11290 0.58857 4.80406
H -0.35493 -0.86766 6.17319
H 1.55773 0.62138 2.73887
H -2.49575 -1.82174 4.93118
H -3.08272 -0.59222 3.75319
H -2.27476 -2.07921 3.15900
```



This record from the Open Molecules 2025 dataset describes the molecule C4H8N2 at a distorted geometry. The level of theory is the ωB97M-V functional and the def2-TZVPD basis.

- Net charge: 0
- Gap between HOMO and LUMO: 7.38 eV
- ΔE to the lowest compared entry with this formula, charge and spin: 232.55 kJ/mol
- Highest occupied orbital energy: -6.4 eV
- Strongest force on any atom: 0.0254 hartree/bohr
- Energy: -266.6334 Ha

```
14
C4H8N2 | the Open Molecules 2025 dataset | the ωB97M-V functional and the def2-TZVPD basis
C 0.06478 -1.38214 0.22554
C 1.20488 0.68695 0.21404
C -0.10602 1.41392 0.09734
C -1.24457 -0.67843 -0.01170
H 0.06682 -2.34980 -0.24689
H 0.25841 -1.55040 1.31185
H 1.00087 -0.50729 -1.35775
H 1.97393 1.26722 -0.32398
H 1.54454 0.53903 1.24509
H -0.24728 2.46976 -0.20274
H -2.05520 1.10465 -0.19397
H -2.24115 -1.14499 -0.03907
N 1.20515 -0.63712 -0.38266
N -1.17877 0.62713 -0.09504
```



This record from the Open Molecules 2025 dataset describes a structure of composition CHO2Sc at a distorted geometry. The level of theory is the ωB97M-V functional and the def2-TZVPD basis.

- Net charge: +1
- Gap between HOMO and LUMO (spin up / spin down): 5.65 / 7.28 eV
- Spin multiplicity: 2
- Highest occupied orbital energy (spin up / spin down): -12.4 / -14.0 eV
- Strongest force on any atom: 0.1385 hartree/bohr
- Energy: -949.5206 Ha

```
5
CHO2Sc | the Open Molecules 2025 dataset | the ωB97M-V functional and the def2-TZVPD basis
H 2.14649 -0.75361 -0.28224
O -0.12165 -0.32471 0.47050
C -0.82547 0.69650 0.71539
O -1.85782 1.26758 0.46618
Sc 0.65845 -0.88575 -1.36983
```



This record from the Open Molecules 2025 dataset describes the molecule C2H6N4S at a distorted geometry. The level of theory is the ωB97M-V functional and the def2-TZVPD basis.

- Net charge: 0
- Gap between HOMO and LUMO: 8.82 eV
- ΔE to the lowest compared entry with this formula, charge and spin: 278.43 kJ/mol
- Highest occupied orbital energy: -8.1 eV
- SMILES: NN/C=N/C=N\S
- Strongest force on any atom: 0.0801 hartree/bohr
- Energy: -696.9200 Ha

```
13
C2H6N4S | the Open Molecules 2025 dataset | the ωB97M-V functional and the def2-TZVPD basis
C -0.97118 0.64578 0.13482
C 1.24332 1.00439 0.00946
H -1.03692 -1.63986 -0.62636
H -1.78376 -1.84610 0.79328
H -2.96962 0.36930 -0.13306
H -1.18971 1.78072 0.35157
H 1.22147 2.06773 -0.02119
H 4.20013 -0.64930 -0.37087
N -2.07727 -1.47815 -0.15607
N -2.10775 -0.05060 0.07140
N 0.21517 0.13159 0.00383
N 2.41888 0.65689 -0.17495
S 2.83725 -0.99241 0.11814
```



This record from the Open Molecules 2025 dataset describes a cluster of 3 separate species, C3H12NO2 in total at a distorted geometry. The level of theory is the ωB97M-V functional and the def2-TZVPD basis.

- Net charge: +1
- Gap between HOMO and LUMO: 10.59 eV
- ΔE to the lowest compared entry with this formula, charge and spin: 255.83 kJ/mol
- Highest occupied orbital energy: -13.7 eV
- Strongest force on any atom: 0.0842 hartree/bohr
- Energy: -326.4157 Ha

```
18
C3H12NO2 | the Open Molecules 2025 dataset | the ωB97M-V functional and the def2-TZVPD basis
C 1.65326 1.17760 0.95926
C 1.91908 -0.34885 1.20764
C 0.86740 -1.10204 1.65528
N -0.46263 -0.92676 1.11343
H 2.07425 1.76905 1.75737
H 2.03175 1.37112 -0.09438
H 0.58394 1.24767 0.86667
H 2.92216 -0.52694 1.61696
H 1.09876 -1.80009 2.41583
H -0.99912 -1.23820 0.17579
H -1.19569 -1.02158 1.82316
H -0.53103 0.10379 0.68213
H -0.52883 -1.38829 -1.93220
H -1.76002 -0.35350 -1.93060
O -1.10625 -0.88395 -1.36020
H -2.15991 1.11155 -3.68542
H -2.29288 1.84655 -2.49990
O -2.11422 0.96286 -2.77081
```